Density functional theory data (ωB97M-V/def2-TZVPD) for a molecular structure, C33H54Br24I2N2S at a distorted geometry.

**E_LUMO**: -0.5 eV
**Charge**: 0
**Kohn-Sham gap**: 7.517 eV
**Calculated total energy**: -64169.15758 Eh

The geometry in XYZ format:
```
116
Properties=species:S:1:pos:R:3:mulliken_charge:R:1
C 3.581 -2.140 -2.268 -1.3150
C 4.091 -1.413 -1.019 0.2313
I 3.915 -2.552 0.813 0.0210
C 4.609 -0.167 -1.047 -0.4160
I 4.745 0.818 -2.947 0.0810
C 5.059 0.509 0.230 0.2992
C 4.375 1.645 0.669 -0.1909
C 4.734 2.353 1.895 -0.2552
C 5.759 1.941 2.699 -0.8995
C 6.482 0.766 2.295 0.6522
N 7.493 0.194 2.957 -0.6363
S 7.943 -1.179 2.035 0.0543
N 6.879 -1.033 0.780 -0.2390
C 6.153 0.039 1.059 0.5409
H 4.381 -2.573 -2.888 0.2450
H 2.918 -1.447 -2.810 0.3002
H 2.936 -2.977 -1.936 0.4055
H 3.515 2.063 0.096 0.4974
H 4.129 3.231 2.141 0.0318
H 6.030 2.469 3.616 0.4298
Br 1.457 3.258 0.908 -0.0993
C 1.368 5.161 0.509 -0.5848
C 2.729 5.802 0.571 -0.5919
Br 3.302 6.082 2.411 -0.1557
H 0.657 5.597 1.206 0.3888
H 0.962 5.220 -0.500 0.3335
H 2.703 6.796 0.127 0.3965
H 3.501 5.212 0.085 0.3516
Br -2.146 2.333 -1.414 -0.1326
C -2.237 0.428 -1.020 -0.1838
C -1.010 -0.021 -0.278 -0.5361
Br 0.524 -0.186 -1.464 -0.0588
H -2.385 -0.085 -1.964 0.0006
H -3.126 0.301 -0.402 0.2798
H -1.156 -1.016 0.139 0.2763
H -0.718 0.662 0.516 0.3269
Br 9.346 -4.551 6.263 -0.1615
C 9.853 -2.675 6.324 -0.5412
C 8.655 -1.773 6.175 -0.7055
Br 8.034 -1.674 4.304 0.1139
H 10.600 -2.525 5.549 0.3863
H 10.318 -2.541 7.299 0.2738
H 8.915 -0.748 6.438 0.3496
H 7.803 -2.093 6.770 0.3784
Br -2.917 6.746 -0.839 -0.1668
C -4.623 6.004 -0.255 -0.5106
C -4.570 5.590 1.194 -0.3171
Br -3.613 3.910 1.414 -0.1272
H -4.860 5.184 -0.928 0.3871
H -5.345 6.805 -0.400 0.2349
H -5.570 5.395 1.574 0.0713
H -4.081 6.321 1.833 0.4085
Br -4.746 -1.321 -3.332 -0.1335
C -3.357 -2.639 -3.711 -0.7167
C -3.423 -3.808 -2.765 -0.2139
Br -2.696 -3.348 -1.017 -0.1349
H -2.406 -2.113 -3.669 0.4323
H -3.546 -2.962 -4.733 0.3749
H -2.802 -4.626 -3.125 0.3738
H -4.432 -4.168 -2.601 0.0276
Br -8.065 5.947 0.749 -0.1499
C -9.138 4.323 0.725 -0.4859
C -8.261 3.110 0.549 0.1970
Br -7.670 2.927 -1.297 -0.0991
H -9.877 4.440 -0.063 0.3957
H -9.644 4.297 1.688 0.3880
H -8.811 2.193 0.759 -0.4711
H -7.367 3.138 1.166 0.2716
Br -6.954 -4.084 -3.626 -0.1002
C -8.069 -5.681 -3.656 -0.5643
C -7.240 -6.928 -3.821 -0.5836
Br -6.641 -7.147 -5.659 -0.0886
H -8.795 -5.544 -4.452 0.3720
H -8.583 -5.688 -2.697 0.3397
H -7.836 -7.814 -3.609 0.3612
H -6.351 -6.936 -3.196 0.3417
Br 8.028 -1.349 -2.435 -0.0422
C 9.453 -2.620 -2.805 -0.6095
C 9.423 -3.776 -1.840 -0.5682
Br 10.142 -3.273 -0.102 -0.1496
H 10.387 -2.066 -2.778 0.3485
H 9.269 -2.967 -3.821 0.3211
H 10.065 -4.583 -2.189 0.3536
H 8.422 -4.161 -1.668 0.3658
Br -6.386 0.168 1.841 -0.0794
C -7.778 -1.042 2.464 -0.6336
C -8.694 -1.451 1.340 -0.5621
Br -9.944 -0.027 0.886 -0.1556
H -8.297 -0.538 3.274 0.3628
H -7.249 -1.908 2.858 0.3558
H -9.318 -2.291 1.640 0.3344
H -8.162 -1.706 0.428 0.3734
Br -5.517 -9.301 -9.454 -0.1320
C -6.116 -7.769 -10.493 -0.5980
C -6.976 -6.849 -9.668 -0.3997
Br -8.770 -7.565 -9.439 -0.1105
H -6.627 -8.159 -11.368 0.3797
H -5.204 -7.262 -10.805 0.3463
H -7.113 -5.896 -10.175 0.3377
H -6.577 -6.671 -8.673 0.1280
Br -5.337 9.489 2.754 -0.1249
C -6.314 9.822 1.102 -0.2599
C -7.196 11.038 1.223 -0.5860
Br -8.801 10.654 2.254 -0.1373
H -6.866 8.914 0.870 -0.0128
H -5.547 9.979 0.345 0.3378
H -7.554 11.349 0.243 0.3648
H -6.702 11.875 1.707 0.3936
Br 12.813 -0.807 7.181 -0.1351
C 13.991 -1.677 8.463 -0.5661
C 14.412 -3.045 7.994 -0.5770
Br 12.996 -4.365 8.226 -0.1299
H 13.465 -1.696 9.413 0.3687
H 14.855 -1.019 8.542 0.3327
H 15.240 -3.414 8.598 0.3341
H 14.694 -3.068 6.945 0.3746
```